Here is the molecule C17H19F4N3O2S at a distorted geometry from the Open Molecules 2025 dataset. Energies are from wB97M-V/def2-TZVPD.

Last column: natural (NBO) charge in e.
CARTESIAN COORDINATES (ANGSTROEM)
S (-0.92093, -0.25542, -5.33461)  0.223
F (1.55734, 0.72233, -5.32622)  -0.321
F (0.18212, 1.52550, -6.96182)  -0.321
F (-2.50019, 1.07038, -3.20541)  -0.278
F (0.15102, 2.20381, -4.84276)  -0.339
O (2.42131, -0.56073, 0.76469)  -0.609
O (4.78294, 2.58426, 4.22320)  -0.642
N (1.18714, 2.20906, 2.55753)  -0.630
N (0.37864, 0.07533, 1.18244)  -0.651
N (2.72618, 3.20264, 4.05334)  -0.642
C (0.20009, -1.63361, -1.73491)  -0.228
C (-1.32960, 0.16788, -1.38602)  -0.303
C (-1.56601, 0.30213, -2.78961)  0.449
C (0.25940, 3.51306, 4.19618)  -0.617
C (-0.00050, -1.41725, -3.13011)  -0.109
C (0.30358, 1.09752, -5.65056)  0.848
C (-1.72968, -1.16646, 1.24328)  -0.395
C (1.73670, 0.39336, 1.06390)  0.683
C (2.27476, 1.67983, 1.70450)  -0.134
C (-0.47777, -0.76358, -0.80870)  0.019
C (3.71640, 2.42825, 3.57546)  0.652
C (-0.80966, -0.45502, -3.60238)  -0.342
C (3.54056, 1.32733, 2.55007)  -0.492
C (1.45755, 3.40756, 3.26165)  0.112
C (-1.31301, -2.46971, 1.87316)  -0.412
C (-0.29958, -1.05092, 0.64939)  0.170
C (0.06667, -2.43204, 1.26335)  -0.400
H (-1.36282, -2.35344, 2.96075)  0.209
H (0.91111, -2.46013, 1.89740)  0.233
H (-2.50646, -1.26000, 0.63554)  0.213
H (4.40103, 1.18377, 1.91417)  0.264
H (3.02143, 3.84596, 4.81610)  0.423
H (-1.76741, -3.46938, 1.65281)  0.216
H (-0.59723, 3.83013, 3.53641)  0.224
H (0.18995, -3.15027, 0.42731)  0.208
H (0.39782, -2.13201, -3.82731)  0.221
H (0.78549, -2.48148, -1.39296)  0.222
H (-1.76801, 0.89520, -0.73442)  0.217
H (2.46437, 2.46155, 0.97012)  0.226
H (-1.97930, -0.31127, 1.91088)  0.196
H (3.36461, 0.45998, 3.14893)  0.244
H (-0.22127, 0.78035, 1.51928)  0.400
H (1.62829, 4.39935, 2.66506)  0.199
H (1.01008, 1.47829, 3.19554)  0.362
H (0.02179, 2.55538, 4.75498)  0.216
H (0.35320, 4.36470, 4.90254)  0.217

Output
- highest occupied orbital energy (eV) = -9.43
- orbital gap (eV) = 9.79
- SMILES = C[C@H]1NC(=O)C[C@@H](C(=O)NC2(c3ccc(SC(F)(F)F)c(F)c3)CCC2)N1

Here is a structure of composition C25H22BrCl2IrN3OP from the Open Molecules 2025 dataset. Energies are from wB97M-V/def2-TZVPD.

Last column: natural (NBO) charge in e.
CARTESIAN COORDINATES (ANGSTROEM)
Ir (0.02686, 0.09368, -0.68645)  1.340
Br (1.92639, 6.24393, 2.96123)  0.079
Cl (-4.28305, 1.34050, 0.97093)  0.037
Cl (0.56691, -0.77519, 2.02144)  0.047
P (-2.57208, -1.82425, -0.83064)  1.190
O (-0.38800, 2.21479, -0.84607)  -0.722
N (-1.65133, -0.01022, 0.30438)  -0.648
N (1.32963, -1.53002, -1.56642)  -0.527
N (2.03184, 0.92399, -0.75985)  -0.590
C (-1.88611, 0.27988, 1.62129)  0.091
C (-2.25658, 0.79909, 4.36319)  -0.179
C (0.94673, -2.73095, -1.93950)  0.099
C (-3.05310, 0.89184, 2.09956)  -0.065
C (-3.24747, -2.49523, 0.71744)  -0.966
C (-0.04413, 5.14265, 1.20240)  -0.142
C (0.15829, 3.08083, -0.05344)  0.412
C (1.24547, 4.96553, 1.74741)  -0.151
C (1.83425, -3.70249, -2.42710)  -0.269
C (4.35883, 0.46687, -1.41600)  -0.207
C (3.05600, 0.08819, -1.25041)  0.111
C (1.47253, 2.93121, 0.47456)  -0.196
C (-2.62983, -3.33684, -1.89595)  -0.958
C (3.15617, -3.39266, -2.54303)  -0.082
C (-3.86053, -0.79128, -1.60159)  -0.968
C (-0.91400, -0.04274, 2.59034)  -0.058
C (4.96004, -1.70629, -2.27873)  -0.186
C (2.33052, 1.89586, 0.06475)  0.188
C (-1.07744, 0.20279, 3.93325)  -0.214
C (-3.23852, 1.14628, 3.44623)  -0.214
C (-0.56800, 4.23489, 0.32654)  -0.280
C (2.65879, -1.20686, -1.66196)  0.215
C (3.61131, -2.11202, -2.16516)  -0.098
C (1.98884, 3.89385, 1.38961)  -0.168
C (5.31516, -0.44154, -1.92143)  -0.174
H (-4.13396, -1.21583, -2.56677)  0.246
H (-2.07773, -4.15345, -1.42838)  0.242
H (-3.50171, 0.22761, -1.74156)  0.268
H (5.69524, -2.40259, -2.66442)  0.231
H (-2.40818, 0.99537, 5.41595)  0.237
H (-0.29607, -0.06234, 4.63341)  0.243
H (-0.11254, -2.94402, -1.85665)  0.203
H (3.34877, 1.92287, 0.46372)  0.191
H (-4.15640, 1.62079, 3.76904)  0.245
H (-4.08720, -3.14949, 0.48078)  0.248
H (-1.55803, 4.36370, -0.09200)  0.236
H (-3.67763, -3.62637, -1.99746)  0.250
H (-2.47884, -3.07465, 1.23078)  0.254
H (4.65518, 1.48110, -1.18025)  0.229
H (3.86413, -4.11754, -2.92687)  0.234
H (-3.58678, -1.70034, 1.37839)  0.255
H (-2.21521, -3.13330, -2.88321)  0.245
H (6.34119, -0.11826, -2.03450)  0.235
H (2.98929, 3.76999, 1.78826)  0.226
H (-4.73845, -0.75933, -0.95574)  0.258
H (1.45276, -4.67350, -2.71300)  0.240
H (-0.62225, 6.01151, 1.48965)  0.236

Output
- highest occupied orbital energy (alpha / beta) (eV) = -9.95 / -10.27
- energy above the lowest of the compared OMol25 structures with the same formula, charge and spin (eV) = 1.2357
- multiplicity = 6
- orbital gap (alpha / beta) (eV) = 6.63 / 5.68
- net charge = +1

Here is a structure of composition C14H22CeN3O7S from the Open Molecules 2025 dataset. Energies are from wB97M-V/def2-TZVPD.

Last column: natural (NBO) charge in e.
CARTESIAN COORDINATES (ANGSTROEM)
Ce (-0.12097, -0.54610, 0.20454)  1.627
S (-1.30804, -2.93262, -0.88600)  -0.296
O (1.88196, -1.85733, -0.92490)  -0.719
O (1.72916, 3.24182, -1.30124)  -0.614
O (2.79805, -1.93402, 3.25170)  -0.616
O (-2.23935, 0.66425, 0.57541)  -0.771
O (0.89879, -1.48346, 2.12456)  -0.797
O (0.58556, 1.31421, -1.09046)  -0.794
O (5.60813, 2.20668, 1.92206)  -0.644
N (-1.59792, -0.53160, -1.96834)  -0.889
N (1.97738, 0.60134, 0.98154)  -0.533
N (-0.97240, -2.25129, -3.42709)  -0.604
C (-3.20983, 1.27056, 2.64414)  -0.619
C (-4.43173, 1.65084, 0.48165)  -0.630
C (-0.81633, -1.40740, -4.58747)  -0.425
C (-4.08640, -0.69032, 1.33040)  -0.628
C (4.41255, 1.64549, 1.63493)  0.356
C (-1.33771, -1.79199, -2.21078)  0.340
C (2.70282, 0.02289, 1.92654)  0.145
C (-3.52049, 0.72011, 1.26486)  0.265
C (1.52001, 2.15774, -0.79629)  0.761
C (2.42956, 1.66954, 0.32971)  0.137
C (2.10624, -1.25185, 2.52342)  0.762
C (3.25546, -1.51604, -1.11051)  -0.240
C (3.94523, 0.51067, 2.29279)  -0.306
C (3.65084, 2.23851, 0.62790)  -0.272
H (-3.42553, -1.35299, 1.89278)  0.221
H (-0.14310, -0.57082, -4.38084)  0.205
H (3.69319, -2.10855, -1.91510)  0.183
H (4.50916, -0.00630, 3.05833)  0.247
H (3.82786, -1.65927, -0.19207)  0.185
H (-1.77168, -1.00813, -4.93819)  0.199
H (-5.06020, -0.68540, 1.82213)  0.220
H (-2.78073, 2.26929, 2.57075)  0.222
H (-4.62467, 1.25486, -0.51732)  0.215
H (-3.98853, 2.64156, 0.38979)  0.224
H (-4.20841, -1.10649, 0.32886)  0.228
H (-4.12422, 1.32701, 3.23512)  0.221
H (-0.77773, -3.23482, -3.48621)  0.413
H (3.99454, 3.11138, 0.09307)  0.260
H (6.03692, 1.71525, 2.63190)  0.486
H (1.78006, -2.77780, -0.66095)  0.509
H (-5.39249, 1.74335, 0.98927)  0.220
H (-2.37825, 0.47531, -0.37832)  0.531
H (3.28169, -0.46544, -1.39074)  0.200
H (-1.41801, 0.09275, -2.74991)  0.378
H (-2.51031, 0.62178, 3.17404)  0.218
H (-0.38011, -1.99717, -5.38950)  0.218

Output
- highest occupied orbital energy (alpha / beta) (eV) = -8.62 / -8.78
- energy above the lowest of the compared OMol25 structures with the same formula, charge and spin (eV) = 0.0000
- multiplicity = 2
- orbital gap (alpha / beta) (eV) = 8.89 / 9.06

Here is the ion C5H12N3O with charge +1 at a distorted geometry from the Open Molecules 2025 dataset. Energies are from wB97M-V/def2-TZVPD.

Last column: natural (NBO) charge in e.
CARTESIAN COORDINATES (ANGSTROEM)
O (2.23385, 0.21568, -1.34765)  -0.680
N (0.57789, 1.27859, -0.04409)  -0.613
N (-0.93174, -0.36126, -0.16989)  -0.384
N (-1.67363, 1.87441, -0.09241)  -0.765
C (0.26958, -1.14632, -0.17540)  -0.246
C (2.47735, 0.03526, 0.98780)  -0.655
C (1.53746, 0.18829, -0.18382)  0.469
C (-2.19849, -1.03128, -0.34505)  -0.408
C (-0.71885, 0.94479, -0.09714)  0.685
H (1.68147, 0.28908, -2.13612)  0.490
H (-2.65010, 1.63570, -0.05968)  0.428
H (3.32718, 0.70109, 0.84489)  0.244
H (1.98065, 0.26326, 1.92538)  0.230
H (0.88791, 2.23953, -0.01881)  0.428
H (0.41333, -1.73399, 0.72606)  0.219
H (-1.43241, 2.84148, 0.04108)  0.427
H (2.85926, -0.98296, 1.01896)  0.245
H (-3.03358, -0.36791, -0.14002)  0.210
H (-2.25518, -1.87890, 0.33840)  0.235
H (-2.28822, -1.40368, -1.36863)  0.225
H (0.40015, -1.73249, -1.08022)  0.217

Output
- highest occupied orbital energy (eV) = -14.13
- energy above the lowest of the compared OMol25 structures with the same formula, charge and spin (eV) = 0.5313
- orbital gap (eV) = 11.20
- net charge = +1
- SMILES = CN1C[C@@](C)(O)NC1=[NH2+]